(1)
90
Properties=species:S:1:pos:R:3 method="wB97M-V/def2-TZVPD" energy_ev=-60768.11989 charge=+1
C 8.30 0.80 -2.95
C 8.10 -0.85 -2.87
C 6.60 -1.10 -2.27
O 5.60 -0.32 -3.06
C 4.40 -1.18 -3.33
C 3.61 -1.58 -1.95
N 2.67 -0.40 -1.65
C 2.88 0.55 -2.82
N 2.80 1.92 -2.84
I 2.27 2.87 -1.06
N 3.25 -0.39 -3.99
H 7.77 1.15 -3.94
H 9.46 1.00 -2.94
H 7.73 1.25 -2.04
H 8.89 -1.32 -2.14
H 8.13 -1.36 -3.95
H 6.34 -2.26 -2.28
H 6.58 -0.64 -1.18
H 4.62 -2.02 -4.13
H 4.21 -1.74 -0.95
H 3.13 -2.63 -2.17
H 1.69 -0.67 -1.42
H 3.02 2.41 -3.74
H 3.68 0.29 -4.66
C -0.99 -2.73 -0.35
C -0.77 -1.24 -0.58
N -0.58 -0.01 -0.77
H -1.94 -2.88 0.17
H -1.01 -3.25 -1.30
H -0.17 -3.13 0.26
C -3.49 -5.78 1.04
C -2.18 -5.24 1.58
N -1.09 -4.79 2.02
H -3.48 -6.87 1.05
H -4.32 -5.43 1.66
H -3.65 -5.44 0.01
C 0.36 1.64 -6.41
C 1.85 1.73 -6.12
N 3.08 1.79 -5.88
H -0.18 2.41 -5.84
H 0.18 1.80 -7.48
H -0.02 0.66 -6.13
C -6.70 -7.42 3.58
C -6.48 -5.93 3.35
N -6.30 -4.70 3.16
H -7.65 -7.58 4.11
H -6.73 -7.95 2.63
H -5.89 -7.83 4.19
C 7.53 4.56 -3.15
C 9.02 4.64 -2.86
N 10.26 4.71 -2.62
H 7.00 5.32 -2.58
H 7.35 4.72 -4.21
H 7.15 3.57 -2.87
C -11.02 -7.30 4.38
C -10.53 -8.58 3.73
N -10.12 -9.65 3.19
H -10.66 -7.24 5.41
H -10.65 -6.43 3.83
H -12.11 -7.28 4.38
C -0.17 5.05 1.39
C 0.28 6.40 1.92
N 0.66 7.52 2.36
H -0.81 4.55 2.13
H -0.74 5.18 0.47
H 0.70 4.41 1.19
C -8.24 -4.04 6.29
C -9.60 -4.63 6.62
N -10.73 -5.12 6.88
H -8.26 -2.96 6.44
H -7.48 -4.48 6.94
H -7.98 -4.25 5.25
C -2.71 4.25 -2.91
C -2.72 4.63 -1.44
N -2.72 4.94 -0.22
H -3.73 4.04 -3.24
H -2.30 5.07 -3.50
H -2.10 3.35 -3.06
C -2.29 6.37 5.38
C -1.79 5.09 4.73
N -1.38 4.03 4.19
H -1.93 6.43 6.41
H -1.91 7.24 4.83
H -3.38 6.39 5.38
C 5.41 5.96 1.16
C 4.48 5.05 0.38
N 3.71 4.30 -0.28
H 6.45 5.73 0.92
H 5.21 7.01 0.90
H 5.25 5.82 2.23

***

(2)
86
Properties=species:S:1:pos:R:3 method="wB97M-V/def2-TZVPD" energy_ev=-97344.84916 s_squared=2.0119 spin_multiplicity=3
C 2.72 -2.48 -5.75
C 2.32 -1.55 -6.85
H 2.17 -3.43 -5.81
H 2.60 -2.03 -4.76
H 3.79 -2.72 -5.90
C 2.18 -2.03 -8.10
C 2.34 -3.45 -8.50
H 2.00 -1.35 -8.93
H 1.75 -4.17 -7.91
H 3.39 -3.79 -8.44
H 2.06 -3.58 -9.55
Au 2.04 1.02 -3.64
Cl 2.49 3.08 -4.26
Cl 2.09 -0.92 -2.36
C -1.02 3.50 -2.41
O -1.83 2.55 -2.23
N -1.34 4.69 -2.98
C -2.66 4.95 -3.52
C -0.24 5.53 -3.42
H 0.04 3.43 -2.14
H -3.43 4.49 -2.91
H -2.75 4.60 -4.56
H -2.79 6.04 -3.52
H 0.58 5.46 -2.70
H -0.59 6.57 -3.50
H 0.15 5.20 -4.40
H -0.40 -5.24 -2.02
H -1.93 -3.58 -4.10
C -1.46 -5.52 -1.89
C -2.70 -4.16 -3.56
N -2.35 -4.41 -2.17
H -1.61 -5.82 -0.84
C -2.62 -3.48 -1.21
O -3.21 -2.42 -1.43
H -3.65 -3.61 -3.60
H -2.29 -3.80 -0.20
H -1.70 -6.35 -2.56
H -2.78 -5.14 -4.05
O 1.79 -0.03 -5.21
C 2.23 -0.02 -6.56
C 0.27 0.34 -8.36
C 1.33 0.79 -7.55
H -0.13 -0.67 -8.27
C -0.25 1.15 -9.38
H 3.26 0.42 -6.52
C 1.73 2.12 -7.70
H -1.02 0.76 -10.08
C 0.19 2.46 -9.53
C 1.19 2.94 -8.68
H 2.54 2.46 -7.07
H -0.28 3.13 -10.25
H 1.58 3.95 -8.79
Si -1.79 -0.29 -5.34
Cl -0.98 -1.96 -6.28
C -3.15 0.03 -6.49
C -0.95 1.50 -5.51
C -1.39 -0.67 -3.55
H -2.71 0.49 -7.38
H -3.77 0.72 -5.90
H -3.59 -0.96 -6.74
H -0.49 -1.28 -3.36
H -2.26 -1.15 -3.05
H -1.24 0.27 -3.03
H -0.87 1.84 -6.55
H 0.00 1.84 -5.04
H -1.76 2.13 -5.05
C -1.63 0.27 0.06
P 0.08 0.92 0.36
C -0.41 2.61 0.96
C 0.46 0.15 1.97
C -0.33 -0.84 2.58
C -0.01 -1.27 3.88
C 1.13 -0.76 4.51
C 1.95 0.17 3.88
C 1.62 0.62 2.60
H -2.10 0.93 -0.69
H -2.23 0.25 0.99
H -1.56 -0.75 -0.36
H -0.62 2.61 2.04
H 0.43 3.28 0.75
H -1.29 2.95 0.39
H -1.21 -1.23 2.08
H -0.65 -1.98 4.38
H 1.38 -1.12 5.51
H 2.83 0.56 4.39
H 2.25 1.36 2.09

***

(3)
86
Properties=species:S:1:pos:R:3 method="wB97M-V/def2-TZVPD" energy_ev=-96661.17984 s_squared=6.0151 spin_multiplicity=5
C 1.56 5.59 0.36
C 0.38 4.70 0.25
H 2.14 5.58 -0.58
H 2.06 5.24 1.29
H 1.16 6.59 0.61
C -0.82 5.13 -0.24
C -1.14 6.46 -0.86
H -1.62 4.37 -0.28
H -0.44 6.93 -1.59
H -1.28 7.22 -0.06
H -2.08 6.46 -1.44
Rh 0.99 -1.93 0.77
Cl 1.64 -0.99 2.88
Cl 0.99 -2.92 -1.42
H 2.36 -6.09 0.28
H 5.72 -5.11 0.93
C 2.94 -5.49 -0.40
C 5.18 -4.60 0.13
N 3.73 -4.52 0.34
H 2.27 -4.94 -1.05
C 3.18 -3.65 1.16
O 1.94 -3.66 1.44
H 5.63 -3.62 0.01
H 3.90 -2.91 1.65
H 3.65 -6.07 -0.94
H 5.34 -5.14 -0.77
H -0.57 1.69 -3.20
H -1.97 3.62 -2.24
C -1.45 1.03 -3.32
C -2.82 2.96 -2.55
N -2.44 1.54 -2.40
H -1.17 0.01 -3.03
C -3.14 0.65 -1.62
O -2.79 -0.49 -1.33
H -3.70 3.17 -1.93
H -4.04 1.15 -1.19
H -1.79 1.11 -4.37
H -3.09 3.15 -3.61
O 0.80 2.98 -0.56
C 0.54 3.31 0.84
C -1.84 2.36 0.71
C -0.68 2.67 1.48
H -1.76 2.29 -0.36
C -3.09 2.05 1.25
H 1.46 3.37 1.44
C -0.78 2.50 2.86
H -3.96 1.85 0.64
C -3.17 1.97 2.64
C -2.01 2.14 3.41
H 0.14 2.52 3.46
H -4.10 1.75 3.14
H -2.16 2.02 4.49
Si 1.96 2.04 -1.15
Cl 0.17 -0.01 -0.02
C 1.71 0.84 -2.75
C 3.12 0.90 -0.18
C 3.04 3.50 -1.76
H 0.90 1.17 -3.45
H 1.50 -0.26 -2.45
H 2.70 0.82 -3.34
H 2.43 4.28 -2.24
H 3.77 3.06 -2.46
H 3.52 4.00 -0.91
H 2.95 0.89 0.90
H 4.18 1.18 -0.34
H 3.10 -0.18 -0.45
C -2.24 -1.44 1.95
P -0.80 -2.57 1.81
C -0.63 -3.27 3.51
C -1.57 -3.98 0.90
C -2.31 -3.72 -0.26
C -2.77 -4.75 -1.09
C -2.36 -6.07 -0.79
C -1.49 -6.35 0.28
C -1.02 -5.26 1.03
H -1.88 -0.54 2.48
H -3.12 -1.89 2.47
H -2.56 -1.15 0.93
H -0.59 -2.46 4.24
H 0.30 -3.84 3.58
H -1.43 -3.94 3.83
H -2.60 -2.69 -0.48
H -3.52 -4.56 -1.87
H -2.74 -6.87 -1.43
H -1.24 -7.38 0.59
H -0.30 -5.45 1.83

***

(4)
86
Properties=species:S:1:pos:R:3 method="wB97M-V/def2-TZVPD" energy_ev=-96232.98968 s_squared=8.7645 spin_multiplicity=6
C -1.23 -1.62 -4.73
C -1.09 -2.49 -3.50
H -0.21 -1.53 -5.19
H -1.45 -0.59 -4.42
H -1.96 -1.96 -5.48
C -0.65 -3.77 -3.56
C -0.20 -4.38 -4.82
H -0.52 -4.38 -2.66
H -0.10 -3.65 -5.63
H -0.91 -5.15 -5.16
H 0.80 -4.84 -4.72
Ru -1.25 0.88 0.91
Cl -3.33 -0.30 0.87
Cl 1.03 1.36 0.33
H 0.38 4.11 3.00
H -2.18 6.04 1.96
C 0.45 4.38 1.93
C -1.41 5.88 1.19
N -0.86 4.53 1.34
H 1.02 3.58 1.44
C -1.79 3.55 1.37
O -1.67 2.43 1.97
H -1.91 5.96 0.22
H -2.72 3.79 0.85
H 0.99 5.33 1.82
H -0.62 6.62 1.28
H 1.98 -1.20 -3.20
H 2.44 -3.47 -3.61
C 2.76 -1.12 -2.43
C 3.26 -3.47 -2.88
N 3.01 -2.44 -1.87
H 2.39 -0.46 -1.64
C 3.63 -2.54 -0.62
O 3.55 -1.69 0.24
H 3.31 -4.43 -2.38
H 4.18 -3.52 -0.55
H 3.67 -0.72 -2.88
H 4.21 -3.24 -3.38
O -0.27 -0.63 -2.75
C -1.04 -1.64 -2.20
C 0.39 -3.25 -0.73
C -0.77 -2.52 -0.90
H 1.22 -3.06 -1.37
C 0.51 -4.36 0.16
H -2.11 -1.35 -1.96
C -1.84 -2.89 -0.06
H 1.43 -4.92 0.24
C -0.60 -4.70 0.99
C -1.76 -3.94 0.88
H -2.79 -2.40 -0.18
H -0.52 -5.51 1.71
H -2.63 -4.17 1.50
Si -0.48 2.05 -3.05
Cl -2.02 1.59 -1.17
C 1.36 1.96 -2.89
C -0.87 3.94 -2.76
C -1.21 1.73 -4.73
H 1.72 0.93 -2.92
H 1.86 2.42 -2.01
H 1.67 2.50 -3.81
H -0.67 1.00 -5.34
H -1.16 2.69 -5.28
H -2.28 1.44 -4.71
H -1.94 4.14 -2.58
H -0.57 4.60 -3.58
H -0.35 4.28 -1.88
C 0.80 -1.61 2.10
P -0.31 -0.24 2.48
C -1.70 -0.94 3.42
C 0.62 0.93 3.50
C -0.10 1.69 4.42
C 0.60 2.58 5.25
C 1.99 2.67 5.12
C 2.69 1.92 4.16
C 2.00 1.03 3.36
H 0.20 -2.45 1.71
H 1.30 -1.88 3.04
H 1.48 -1.33 1.29
H -1.37 -1.02 4.48
H -2.58 -0.29 3.29
H -1.99 -1.91 2.98
H -1.18 1.58 4.49
H 0.04 3.17 5.97
H 2.52 3.34 5.77
H 3.77 2.04 4.05
H 2.52 0.43 2.60

***

(5)
93
Properties=species:S:1:pos:R:3 method="wB97M-V/def2-TZVPD" energy_ev=-86135.84565 charge=+1
C 1.96 2.84 4.25
C 1.39 1.63 4.03
C 1.35 1.06 2.63
C 2.08 -0.33 2.58
C 3.63 -0.12 2.83
F 4.40 -0.91 2.07
F 3.93 -0.36 4.10
F 3.97 1.14 2.56
O 1.63 -1.00 3.73
C 0.26 -1.49 3.52
C 0.18 -2.74 4.41
C -1.06 -2.71 5.33
C -2.33 -3.25 4.64
C -3.08 -2.13 3.93
C -4.37 -2.59 3.22
C -4.35 -2.40 1.70
C -4.17 -0.93 1.24
O -4.29 -0.02 2.32
C -4.99 1.17 2.00
C 0.21 -1.65 1.98
C -0.42 -2.94 1.47
N 1.59 -1.29 1.49
C 2.42 -2.46 1.09
C 2.91 -3.34 2.24
O 3.73 -4.30 1.63
C 4.93 -4.62 2.31
C 6.15 -4.13 1.54
F 6.56 -2.93 2.02
F 5.92 -3.99 0.24
F 7.18 -4.97 1.72
P 1.38 -0.22 -0.05
S 1.63 -1.12 -1.72
H 1.70 3.67 3.59
H 2.67 3.02 5.05
H 0.90 1.10 4.83
H 0.30 0.91 2.35
H 1.75 1.78 1.92
H -0.39 -0.72 3.93
H 1.05 -2.72 5.07
H 0.22 -3.67 3.86
H -1.24 -1.69 5.67
H -0.84 -3.35 6.19
H -2.02 -4.03 3.93
H -2.99 -3.72 5.37
H -2.42 -1.67 3.18
H -3.35 -1.37 4.66
H -5.25 -2.12 3.66
H -4.49 -3.66 3.40
H -3.55 -2.99 1.25
H -5.29 -2.77 1.31
H -3.22 -0.81 0.71
H -4.95 -0.71 0.51
H -4.91 1.43 0.95
H -6.04 1.07 2.31
H -4.55 1.98 2.58
H -0.49 -0.89 1.65
H -0.88 -2.78 0.49
H -1.25 -3.16 2.15
H 0.23 -3.81 1.47
H 1.92 -3.08 0.36
H 3.31 -2.08 0.58
H 2.04 -3.84 2.69
H 3.39 -2.78 3.04
H 4.97 -4.26 3.33
H 5.01 -5.71 2.35
H 2.31 0.81 0.13
H 0.11 0.34 0.06
C -0.03 2.96 -5.40
C -0.09 1.88 -4.36
C -0.76 0.59 -4.79
O -1.21 0.06 -3.53
C -1.41 1.11 -2.70
O -1.94 1.02 -1.63
O -0.92 2.24 -3.23
H 0.38 3.88 -4.97
H 0.61 2.65 -6.22
H -1.02 3.19 -5.78
H 0.91 1.67 -3.96
H -0.08 -0.10 -5.28
H -1.64 0.76 -5.42
C -1.43 6.71 -10.17
C -1.01 6.10 -8.86
C -0.22 7.01 -7.94
O 0.53 6.06 -7.16
C 0.71 4.97 -7.93
O 1.44 4.07 -7.66
O -0.05 5.03 -9.04
H -1.89 5.96 -10.80
H -2.15 7.51 -9.99
H -0.57 7.11 -10.70
H -1.87 5.68 -8.33
H -0.85 7.63 -7.30
H 0.49 7.64 -8.48